# 1
The following is a quantum chemistry calculation of 21 unconnected molecules or ions with the total composition C42H126O42 in a non-equilibrium geometry, from the OMol25 dataset.

Orbital gap   8.71 eV

Last column: Löwdin charge in e.
Element x y z (Å)
O -0.847 0.854 4.769  -0.05
O -1.545 5.916 1.218  -0.10
O 2.198 -5.457 -0.673  -0.07
O -0.571 2.359 -0.702  -0.07
O -2.478 -4.322 4.018  -0.09
O -4.857 -3.669 -0.390  -0.07
O -0.475 -4.974 0.440  -0.11
O -0.533 -0.383 -0.875  -0.09
O 6.710 -0.323 7.426  -0.08
O -3.406 -0.234 5.373  -0.07
O -1.817 3.365 1.384  -0.10
O 1.411 1.832 -6.058  -0.07
O -3.510 0.296 -7.517  -0.08
O -4.255 -6.625 -2.375  -0.07
O 2.041 0.293 -3.230  -0.07
O -0.314 -0.878 -3.520  -0.10
O 3.256 6.250 -1.003  -0.07
O -7.403 -4.701 1.290  -0.09
O 4.116 5.858 1.782  -0.09
O -4.324 0.789 1.848  -0.08
O 3.706 -2.528 5.046  -0.05
O -0.961 4.111 -3.291  -0.07
O -1.838 2.595 -6.646  -0.08
O -5.173 1.516 -3.338  -0.09
O -0.969 -3.185 -1.407  -0.09
O 5.729 -5.090 2.387  -0.06
O 4.023 0.942 2.663  -0.09
O 1.242 0.956 1.749  -0.09
O 4.312 -3.542 0.283  -0.07
O 2.793 4.025 6.842  -0.06
O -3.032 -1.792 1.362  -0.08
O 2.402 -4.202 2.797  -0.06
O -3.439 3.183 -2.118  -0.08
O -0.873 8.090 3.285  -0.06
O -6.430 1.812 -0.697  -0.05
O -2.722 -7.578 -4.732  -0.06
O 0.026 -0.397 -6.591  -0.07
O 4.889 0.561 -2.994  -0.06
O 5.691 -0.123 4.405  -0.06
O -5.796 4.356 -2.872  -0.09
O 4.701 4.880 4.271  -0.05
O 6.003 0.358 -0.417  -0.08
C 1.341 1.533 -7.412  -0.24
C -7.031 -4.949 -0.120  -0.18
C 3.042 -0.344 -4.064  -0.22
C 0.957 0.026 -7.583  -0.20
C 5.155 1.108 1.759  -0.21
C 5.666 -3.623 0.459  -0.25
C -3.137 -3.231 3.258  -0.18
C -3.366 -6.311 -4.722  -0.23
C -1.011 -0.276 5.577  -0.25
C -2.318 -2.883 2.027  -0.20
C 3.551 4.788 0.982  -0.19
C 3.736 5.002 -0.548  -0.22
C 4.846 0.435 0.493  -0.22
C 1.315 -0.058 0.743  -0.20
C -4.722 5.253 -2.477  -0.15
C -6.280 -3.714 -0.579  -0.23
C -3.492 -5.783 -3.282  -0.21
C -3.021 2.194 -5.909  -0.20
C 4.390 -0.662 -3.393  -0.24
C -3.394 0.708 -6.122  -0.21
C 6.147 0.818 6.725  -0.18
C 5.123 0.373 5.588  -0.22
C 1.920 -2.925 3.261  -0.21
C 0.016 -0.813 0.390  -0.15
C -5.848 0.612 -1.112  -0.24
C -3.661 2.007 1.330  -0.19
C -0.159 -6.062 -0.361  -0.19
C 1.363 -6.501 -0.145  -0.18
C -2.339 2.268 2.071  -0.20
C -3.756 4.405 -1.534  -0.23
C 2.940 -2.054 3.939  -0.24
C -0.637 -2.293 -3.672  -0.16
C 0.358 3.070 -1.498  -0.19
C -0.545 5.927 2.239  -0.22
C 5.978 -5.028 1.025  -0.25
C 0.013 7.371 2.484  -0.24
C 3.325 5.009 4.499  -0.21
C 2.585 3.911 5.439  -0.19
C -2.358 -0.059 6.314  -0.22
C -0.026 -3.090 -2.565  -0.18
C 0.027 3.130 -2.979  -0.21
C -5.942 0.485 -2.705  -0.16
H 1.816 0.567 0.004  0.11
H 0.299 -0.242 -5.684  0.04
H 0.453 -4.043 -2.789  0.12
H -0.809 -6.924 -0.213  0.13
H 0.506 2.121 -7.791  0.10
H 1.261 2.477 -1.355  0.10
H -0.936 5.478 3.152  0.11
H -6.424 -5.853 -0.180  0.11
H -3.078 0.335 4.673  0.06
H 2.204 1.830 -8.007  0.12
H 7.033 -5.270 0.897  0.12
H 1.516 3.949 5.226  0.12
H 2.548 -5.067 0.132  0.04
H -4.331 5.544 -3.452  0.12
H -4.313 -7.549 -2.629  0.08
H 5.886 -2.787 1.122  0.12
H 4.781 5.031 -0.858  0.11
H 0.332 -1.856 0.365  0.11
H -7.932 -5.178 -0.689  0.12
H -0.455 1.407 -0.713  0.05
H 0.454 -0.287 -8.499  0.12
H -0.338 -5.554 -1.309  0.10
H 6.059 0.706 2.216  0.12
H 0.894 -2.564 -2.310  0.12
H -2.854 2.302 -4.837  0.10
H -5.787 2.252 -3.394  0.06
H 3.748 3.989 6.931  0.07
H -1.846 3.809 -3.073  0.03
H -2.892 5.036 -1.326  0.12
H 5.142 4.848 5.123  0.10
H 5.793 0.473 -1.347  0.03
H -4.248 2.885 1.603  0.12
H 4.095 5.540 2.687  0.00
H 3.392 6.934 -0.343  0.08
H -3.094 -5.668 -5.559  0.12
H -3.725 0.039 1.818  0.03
H -3.270 -2.276 3.767  0.11
H -3.562 -2.071 0.612  0.07
H 1.610 -6.683 0.901  0.11
H 4.283 1.222 -3.337  0.09
H -1.100 -1.183 4.979  0.11
H -5.681 -0.506 -3.077  0.11
H 4.469 -0.586 0.440  0.11
H 4.257 -1.405 -2.607  0.12
H 5.839 -6.005 2.657  0.09
H 3.316 0.315 -4.888  0.11
H 5.724 -1.081 4.360  0.10
H 5.559 1.374 7.455  0.11
H 6.902 1.443 6.246  0.12
H -5.973 1.999 0.126  0.07
H -2.530 -5.501 -2.855  0.10
H -3.939 -4.792 -3.198  0.11
H -2.578 -0.819 7.064  0.12
H -2.417 0.902 6.824  0.12
H -0.358 2.190 -3.374  0.11
H -2.989 -4.424 4.825  0.07
H 1.905 -0.511 -7.597  0.10
H 3.611 -1.669 3.171  0.11
H 2.972 2.924 5.187  0.09
H -2.164 -3.700 1.323  0.10
H -0.736 -0.740 1.176  0.10
H -4.382 -4.161 -1.065  0.06
H -4.423 -6.475 -4.931  0.11
H -0.569 -0.578 -2.645  0.05
H 4.400 -0.273 6.085  0.12
H -2.520 2.607 3.091  0.13
H 3.922 -3.796 1.123  0.05
H -7.009 0.663 -2.836  0.12
H -1.017 -1.119 -1.255  0.06
H 3.101 5.949 5.005  0.13
H -1.279 8.774 2.748  0.09
H -6.617 -4.460 1.785  0.06
H -6.388 4.511 -2.133  0.09
H -0.149 0.697 4.129  0.07
H -4.305 2.890 -2.412  0.03
H 4.093 1.079 0.039  0.11
H 4.595 1.290 5.326  0.10
H -1.422 3.074 0.559  0.04
H 1.191 -3.153 4.040  0.12
H 1.233 -0.158 -3.486  0.00
H 4.536 0.593 3.395  0.00
H 0.198 7.918 1.559  0.12
H -1.118 2.345 -6.062  0.05
H -4.409 0.546 -5.759  0.10
H -0.203 -0.518 6.267  0.11
H -0.230 -2.802 -4.546  0.13
H -4.236 4.308 -0.560  0.11
H -2.721 0.090 -5.528  0.10
H 2.150 -0.684 1.060  0.09
H 0.869 3.482 -3.575  0.12
H 3.199 4.288 -1.173  0.10
H -1.676 1.419 1.902  0.11
H -6.387 -0.180 -0.591  0.11
H -2.676 0.472 -7.959  0.06
H 1.528 2.781 -5.970  0.10
H 2.311 -1.241 4.300  0.13
H 0.569 4.072 -1.125  0.13
H 2.490 4.952 1.174  0.10
H 2.085 1.291 2.063  0.05
H -6.451 -3.631 -1.652  0.11
H -4.830 0.503 -0.737  0.10
H 1.530 -7.388 -0.756  0.11
H 4.388 -3.123 4.726  0.09
H 1.828 -4.966 2.887  0.08
H 5.131 -1.103 -4.060  0.12
H 5.319 -5.696 0.469  0.12
H 5.426 2.144 1.558  0.12
H 6.182 -1.125 7.439  0.07
H -6.684 -2.801 -0.142  0.12
H 0.143 5.165 1.874  0.09
H 6.219 -3.476 -0.469  0.13
H 2.799 4.952 3.546  0.10
H -3.441 2.033 0.263  0.10
H -0.545 -3.747 -0.755  0.01
H -3.045 -8.072 -5.489  0.09
H 1.454 -2.224 2.569  0.10
H -1.765 4.982 1.184  0.00
H 2.669 -1.307 -4.413  0.12
H -4.070 -3.702 2.949  0.11
H -5.140 6.084 -1.910  0.12
H 3.893 3.826 1.363  0.10
H 1.021 7.368 2.898  0.10
H -1.717 -2.254 -3.528  0.13
H -1.281 -2.701 2.311  0.10
H -3.811 2.833 -6.302  0.12
H -0.688 -5.169 1.355  0.10

=====

# 2
The following is a quantum chemistry calculation of a molecular structure, C42H23F16GeIrO6S2 in a non-equilibrium geometry, from the OMol25 dataset.

Spin multiplicity   2
Total charge   -1
Orbital gap (alpha / beta)   4.74 / 4.73 eV

Last column: Mulliken spin population.
Element x y z (Å)
Ir -1.362 0.387 0.284  -0.01
Ge 0.810 -3.264 -0.206  0.01
S 0.307 -1.236 -0.701  -0.01
S -1.542 3.288 0.610  0.01
F -0.689 -8.334 -0.671  0.00
F 4.766 -4.036 4.452  0.00
F -4.149 -5.243 0.190  0.00
F 1.136 -6.284 -0.563  0.00
F -2.280 -3.231 0.345  0.00
F 0.904 -3.406 -5.407  0.00
F 2.555 -5.627 4.352  0.00
F 5.069 -4.331 -3.373  0.00
F 3.599 -3.820 -5.614  0.00
F 3.363 -1.909 0.478  0.00
F -3.335 -7.789 -0.316  0.00
F 5.173 -2.150 2.524  0.00
F 5.615 4.205 -3.442  0.01
F 0.780 -5.357 2.306  0.00
F 3.871 -4.277 -0.922  0.00
F -0.275 -3.462 -2.930  0.00
O -2.839 -0.520 4.337  0.00
O -0.114 -0.460 4.343  0.00
O -0.202 3.687 0.173  0.00
O -2.073 1.114 -1.452  0.00
O -2.788 -0.153 2.102  0.00
O -0.185 0.361 2.237  0.00
C -3.795 5.007 0.776  0.00
C 1.858 -4.558 2.351  0.00
C -1.627 6.041 0.808  0.00
C -2.417 -0.298 3.248  0.00
C 2.757 -4.706 3.401  0.00
C 3.742 2.104 -1.175  0.20
C 1.056 -3.622 -3.048  0.00
C 0.035 3.219 4.331  0.00
C 4.804 2.725 -1.780  -0.09
C 3.008 -3.835 -4.413  0.00
C -1.899 -4.482 0.081  0.00
C 3.758 -4.074 -3.264  0.00
C -2.417 4.908 0.761  0.00
C 2.051 -3.626 1.349  0.00
C -2.187 1.546 -3.785  0.00
C -2.225 0.487 -2.672  0.00
C -2.849 -5.498 0.014  0.00
C 1.332 1.732 -0.987  0.26
C -3.594 7.398 0.927  0.00
C -0.557 -4.734 -0.119  0.00
C -2.485 2.838 3.220  0.00
C 3.290 3.780 -3.358  -0.09
C -0.554 -0.102 3.297  0.00
C -1.042 2.897 5.139  0.00
C 2.228 3.146 -2.768  0.18
C 2.407 2.304 -1.633  0.05
C -1.399 3.150 2.419  -0.01
C -1.085 -7.076 -0.432  0.00
C 3.171 -2.818 1.441  0.00
C 1.784 -3.798 -1.879  0.00
C -0.171 -6.035 -0.376  0.00
C -3.533 -0.323 -2.707  0.00
C 3.139 -4.042 -2.021  0.00
C -0.146 3.347 2.966  0.00
C 4.092 -2.935 2.471  0.00
C -4.380 6.260 0.861  0.00
C 1.636 -3.615 -4.303  0.00
C 4.567 3.569 -2.857  0.22
C 3.883 -3.892 3.458  0.00
C -2.299 2.716 4.587  0.00
C -2.435 -6.800 -0.248  0.00
C -2.214 7.289 0.897  0.00
H -2.284 1.074 -4.758  0.00
H 0.333 1.831 -1.372  0.15
H -4.058 8.370 0.993  0.00
H 0.674 3.579 2.303  0.00
H -1.392 -0.221 -2.845  0.00
H -3.612 -0.878 -3.638  0.00
H 1.473 1.186 -0.071  0.05
H 1.015 3.369 4.759  0.00
H -5.455 6.350 0.873  0.00
H 5.818 2.582 -1.440  0.00
H -3.535 -1.016 -1.868  0.00
H -4.384 0.346 -2.608  0.00
H -1.598 8.174 0.944  0.00
H -0.556 5.921 0.755  0.00
H 3.906 1.442 -0.338  0.03
H -3.137 2.468 5.219  0.00
H -3.457 2.673 2.782  0.00
H 3.159 4.445 -4.197  0.00
H -2.992 2.263 -3.645  0.00
H -1.243 2.081 -3.738  0.00
H -4.405 4.120 0.708  0.00
H -0.903 2.785 6.204  0.00
H 1.227 3.306 -3.136  0.03

=====

# 3
The following is a quantum chemistry calculation of 4 unconnected molecules or ions with the total composition C42H28BO8P, from the OMol25 dataset.

Orbital gap   7.84 eV
Structure (SMILES)   O=C1c2ccccc2C(=O)c2ccccc21.O=C1c2ccccc2C(=O)c2ccccc21.O=C1c2ccccc2C(=O)c2ccccc21.OB(O)P

Last column: Löwdin charge in e.
Element x y z (Å)
P 1.547 -2.256 0.520  0.83
O -5.087 3.019 0.104  0.10
O -1.177 -0.202 1.881  0.08
O -4.560 -5.524 -5.412  0.11
O 4.418 -2.123 0.520  0.10
O 3.688 -4.327 0.295  0.09
O 2.194 3.446 3.291  0.10
O 7.485 4.161 2.765  0.11
O -0.928 -2.964 -2.401  0.08
C -2.103 1.973 1.856  -0.08
C 3.387 3.610 3.145  -0.27
C -4.960 -0.926 -1.285  -0.06
C -1.873 -5.028 -3.046  -0.08
C 5.343 5.152 2.813  -0.08
C -3.721 -4.949 -4.754  -0.28
C -2.478 -1.424 -4.145  -0.01
C 5.000 7.517 2.567  -0.06
C -2.997 -1.271 0.062  0.00
C 3.626 7.330 2.670  -0.06
C -1.726 -3.545 -3.106  -0.29
C -2.954 -7.073 -3.722  0.00
C -3.131 4.152 1.769  0.00
C 3.965 4.966 2.930  -0.08
C 6.023 0.255 3.120  -0.05
C -2.040 0.537 1.460  -0.28
C -2.134 4.653 2.591  -0.05
C -3.278 -0.710 -5.021  -0.05
C 6.288 3.996 2.856  -0.28
C -5.044 0.383 -0.840  0.00
C -2.604 -2.805 -4.057  -0.09
C -1.170 -7.126 -2.110  -0.05
C 4.326 2.452 3.156  -0.08
C 5.701 2.633 3.005  -0.08
C 5.857 6.432 2.638  0.00
C -3.936 -1.751 -0.832  -0.06
C -3.072 0.045 0.504  -0.08
C -4.341 -2.750 -5.727  0.00
C 3.110 6.059 2.854  0.00
C -1.125 3.813 3.048  -0.06
C 4.652 0.074 3.279  -0.06
C -1.044 -5.750 -2.193  0.00
C -4.206 -1.374 -5.816  -0.05
C 6.547 1.529 2.988  0.00
C -4.187 2.303 0.487  -0.28
C -3.544 -3.470 -4.845  -0.08
C -1.112 2.477 2.688  0.00
C -4.096 0.877 0.051  -0.08
C 3.805 1.169 3.298  0.00
C -2.127 -7.787 -2.871  -0.05
C -2.828 -5.692 -3.816  -0.08
C -3.117 2.813 1.393  -0.09
B 3.378 -2.991 0.376  -0.89
H -2.227 -8.862 -2.800  0.11
H -1.753 -0.925 -3.515  0.12
H -0.523 -7.687 -1.448  0.11
H -4.827 -0.815 -6.504  0.11
H 0.976 -3.376 1.165  -0.12
H 1.094 -2.589 -0.779  -0.15
H 4.248 -0.924 3.380  0.11
H -0.332 4.189 3.681  0.10
H 6.680 -0.605 3.097  0.11
H -3.862 -2.772 -1.185  0.11
H 7.609 1.694 2.865  0.12
H 2.959 8.180 2.606  0.11
H -5.831 1.045 -1.177  0.12
H 6.929 6.551 2.557  0.12
H -2.136 5.700 2.865  0.11
H 5.402 8.512 2.429  0.11
H -5.688 -1.305 -1.991  0.11
H -3.706 -7.566 -4.324  0.12
H 3.395 -4.768 -0.502  0.09
H 4.171 -1.198 0.417  0.08
H 2.045 5.890 2.939  0.12
H -3.925 4.785 1.395  0.12
H -0.330 1.814 3.032  0.12
H 2.736 1.051 3.413  0.12
H -3.181 0.366 -5.085  0.11
H -2.189 -1.893 0.422  0.12
H -5.060 -3.287 -6.331  0.12
H -0.312 -5.212 -1.606  0.11

=====

# 4
The following is a quantum chemistry calculation of a molecular structure, C42H28F3N10ORhS2Sb in a non-equilibrium geometry, from the OMol25 dataset.

Spin multiplicity   5
Total charge   +1
Orbital gap (alpha / beta)   7.45 / 4.70 eV

Last column: Mulliken spin population.
Element x y z (Å)
Sb 0.899 -1.857 -1.646  0.14
Rh 0.290 0.695 -0.895  2.14
S 2.716 0.936 -0.548  0.65
S 0.604 1.236 1.435  0.35
F -0.716 -1.334 -7.631  0.00
F -0.483 -7.927 -1.072  0.00
F 7.057 -2.829 -1.789  0.00
O -1.855 2.143 3.443  0.00
N 1.305 4.666 -1.183  0.00
N 5.671 1.342 1.327  0.17
N 0.106 2.846 -1.602  0.06
N -4.066 0.214 -1.041  0.00
N 0.129 4.763 -0.566  0.01
N -1.633 1.349 5.466  0.00
N 2.606 3.048 4.098  0.19
N -0.934 2.465 5.396  0.00
N -1.876 -0.127 -1.095  0.02
N -3.738 -0.707 -0.138  0.00
C 0.044 5.536 1.757  -0.01
C -4.545 -2.131 3.128  0.00
C -1.061 2.945 4.190  -0.01
C -0.205 -6.623 -1.170  0.00
C 5.036 -2.721 -2.972  0.01
C -4.107 -2.021 4.440  0.00
C 3.744 -2.109 -0.595  0.00
C 5.738 -2.619 -1.782  0.00
C -3.481 -0.051 2.597  0.00
C -1.235 -5.733 -1.419  0.00
C 0.359 4.926 4.465  0.01
C -2.937 0.541 -1.611  0.01
C 1.101 -6.195 -1.008  0.00
C -0.945 -4.384 -1.514  -0.01
C 1.379 -4.846 -1.120  0.00
C 2.282 1.396 1.057  -0.08
C -0.939 -2.004 -4.105  -0.01
C 1.178 -0.966 -4.590  0.01
C -2.418 -0.910 -0.172  -0.01
C -0.389 -1.391 -6.335  0.01
C 4.598 1.633 1.608  -0.03
C 1.274 3.517 -1.797  0.01
C -0.436 4.124 3.648  0.01
C 2.915 2.485 3.146  -0.02
C -0.603 4.441 2.302  0.01
C 5.107 -2.322 -0.584  0.01
C 3.245 1.846 1.940  0.22
C 1.002 6.018 3.917  0.00
C 0.833 -0.881 -5.927  0.00
C -0.150 5.884 0.297  0.00
C -4.707 -1.262 0.770  0.00
C 3.670 -2.496 -2.970  -0.01
C 0.311 -1.568 -3.688  0.03
C -3.016 0.043 3.906  0.00
C 0.859 6.315 2.570  0.00
C -3.331 -0.948 4.835  0.00
C -0.597 3.672 -0.830  0.00
C -4.230 -1.148 2.198  0.00
C 0.363 -3.943 -1.396  0.05
C -2.186 1.152 4.303  0.00
C -1.294 -1.933 -5.438  0.00
C 3.022 -2.179 -1.785  0.02
H -2.855 1.246 -2.410  0.01
H -1.753 -3.687 -1.692  0.00
H 1.629 6.637 4.539  0.00
H -1.643 -2.402 -3.389  0.01
H -3.245 0.739 1.899  0.00
H -2.252 -2.290 -5.783  0.00
H -5.135 -2.983 2.823  0.00
H -1.607 3.511 -0.509  0.00
H 2.398 -4.505 -1.004  0.00
H -1.175 6.227 0.125  0.00
H 2.076 3.163 -2.415  0.00
H 0.547 6.674 0.011  0.00
H -2.239 -6.107 -1.538  0.00
H -2.963 -0.852 5.844  0.00
H 3.119 -2.586 -3.898  0.00
H 3.231 -1.898 0.335  -0.01
H -5.633 -0.697 0.620  0.00
H 5.679 -2.264 0.328  0.00
H 1.382 7.161 2.150  0.00
H -4.368 -2.786 5.155  0.00
H 5.557 -2.980 -3.881  0.00
H -4.901 -2.310 0.520  0.00
H -1.895 -1.609 0.451  0.00
H 1.493 -0.427 -6.648  0.00
H -1.238 3.815 1.693  0.00
H 0.459 4.669 5.506  0.00
H 2.123 -0.557 -4.252  0.00
H 1.879 -6.914 -0.805  0.00